Record 1
{"formula": "C15H14BO4P", "method": "ωB97M-V/def2-TZVPD", "homo_energy_ha": -0.3485, "lumo_ev": -0.85, "total_energy_ev": -33939.3636, "smiles": "O=C1c2ccccc2C(=O)c2ccccc21.COB(O)P", "elements": ["O", "C", "C", "C", "C", "C", "C", "C", "C", "O", "C", "C", "C", "C", "C", "C", "H", "H", "H", "H", "H", "H", "H", "H", "C", "O", "B", "O", "P", "H", "H", "H", "H", "H", "H"], "coordinates": [[-0.8681, 2.3633, -3.5890], [-0.1989, 1.5887, -2.9406], [-0.4716, 1.3471, -1.4943], [-1.5340, 2.0108, -0.8922], [-1.8224, 1.7855, 0.4431], [-1.0522, 0.8961, 1.1838], [0.0120, 0.2387, 0.5910], [0.3097, 0.4626, -0.7473], [1.4711, -0.2481, -1.3565], [2.1785, -0.9812, -0.6999], [1.7300, -0.0249, -2.8107], [2.7841, -0.6985, -3.4158], [3.0320, -0.5233, -4.7661], [2.2283, 0.3258, -5.5192], [1.1819, 1.0052, -4.9202], [0.9300, 0.8348, -3.5643], [-2.1225, 2.6958, -1.4870], [-2.6509, 2.3007, 0.9116], [-1.2711, 0.7074, 2.2249], [0.6190, -0.4540, 1.1576], [3.3954, -1.3557, -2.8125], [3.8522, -1.0499, -5.2361], [2.4211, 0.4570, -6.5760], [0.5474, 1.6729, -5.4868], [0.1396, -1.9107, 4.5209], [-0.7512, -1.0191, 3.8608], [-1.9813, -0.6978, 4.3751], [-2.3170, 0.6177, 4.5831], [-3.3634, -2.0100, 4.6815], [-0.3214, -2.3588, 5.4006], [1.0210, -1.3518, 4.8257], [0.4387, -2.7013, 3.8372], [-1.6044, 1.1195, 5.0034], [-3.4026, -1.8807, 6.0828], [-2.5593, -3.1640, 4.6316]], "nbo_charge": [-0.5252, 0.5503, -0.1505, -0.1551, -0.1926, -0.1923, -0.1771, -0.0597, 0.5365, -0.5291, -0.1314, -0.1157, -0.2098, -0.1936, -0.1551, -0.1334, 0.2377, 0.2200, 0.2275, 0.2371, 0.2303, 0.2177, 0.2185, 0.2388, -0.2392, -0.7523, 0.8926, -0.9110, -0.0509, 0.1794, 0.1846, 0.1895, 0.5007, 0.0157, -0.0031]}

---

Record 2
{"formula": "C33H88O11", "method": "ωB97M-V/def2-TZVPD", "homo_energy_ha": [0.0198, -0.2669], "lumo_ev": [2.15, 2.12], "total_energy_ev": -58167.9788, "e_above_lowest_kcal_mol": 0.00, "total_charge": -1, "spin_multiplicity": 2, "elements": ["C", "C", "C", "O", "H", "H", "H", "H", "H", "H", "H", "H", "C", "C", "C", "O", "H", "H", "H", "H", "H", "H", "H", "H", "C", "C", "C", "O", "H", "H", "H", "H", "H", "H", "H", "H", "C", "C", "C", "O", "H", "H", "H", "H", "H", "H", "H", "H", "C", "C", "C", "O", "H", "H", "H", "H", "H", "H", "H", "H", "C", "C", "C", "O", "H", "H", "H", "H", "H", "H", "H", "H", "C", "C", "C", "O", "H", "H", "H", "H", "H", "H", "H", "H", "C", "C", "C", "O", "H", "H", "H", "H", "H", "H", "H", "H", "C", "C", "C", "O", "H", "H", "H", "H", "H", "H", "H", "H", "C", "C", "C", "O", "H", "H", "H", "H", "H", "H", "H", "H", "C", "C", "C", "O", "H", "H", "H", "H", "H", "H", "H", "H"], "coordinates": [[-2.1428, 6.2618, 36.1322], [-0.8714, 6.7371, 35.3863], [0.2734, 7.1644, 36.3089], [-0.3744, 5.8337, 34.4273], [-3.0546, 6.3328, 35.5391], [-2.3256, 6.8206, 37.0500], [-2.0404, 5.2196, 36.4346], [-1.1213, 7.6422, 34.8328], [-0.0645, 7.8600, 37.0770], [1.0284, 7.7148, 35.7476], [0.7363, 6.3094, 36.8016], [0.0728, 5.1321, 34.9062], [-1.9647, 1.5131, 35.0140], [-2.2460, 1.3862, 36.5485], [-2.3255, -0.0834, 36.9398], [-1.1777, 1.8654, 37.3236], [-2.5880, 0.8324, 34.4342], [-0.9091, 1.3614, 34.7884], [-2.1282, 2.5048, 34.5922], [-3.1629, 1.8938, 36.8482], [-1.4715, -0.6614, 36.5866], [-3.1998, -0.5637, 36.5003], [-2.3074, -0.2898, 38.0099], [-1.5009, 1.8498, 38.2274], [0.5767, 8.3761, 31.5102], [1.0578, 8.9248, 32.8724], [2.4032, 8.3746, 33.2940], [1.1128, 10.3246, 32.7237], [-0.3524, 8.7787, 31.1067], [0.2427, 7.3435, 31.6111], [1.3131, 8.2787, 30.7125], [0.3360, 8.7497, 33.6701], [2.6364, 8.7876, 34.2754], [3.2194, 8.7408, 32.6713], [2.4018, 7.2882, 33.3838], [0.3450, 10.7343, 33.1289], [-6.2666, 6.3545, 35.0525], [-7.6526, 5.7713, 35.0696], [-8.2610, 5.3472, 33.6808], [-7.7208, 4.6297, 35.8867], [-5.8970, 6.3699, 36.0778], [-6.2443, 7.3589, 34.6297], [-5.6672, 5.7181, 34.4015], [-8.3188, 6.5368, 35.4674], [-8.4767, 6.2405, 33.0947], [-9.1770, 4.7627, 33.7675], [-7.5035, 4.8345, 33.0880], [-7.3545, 4.8499, 36.7464], [-8.8452, 3.5070, 28.7964], [-7.5601, 2.7686, 28.7628], [-6.4924, 3.7512, 28.3494], [-7.3240, 2.3833, 30.0866], [-9.5784, 2.9768, 29.4043], [-9.3053, 3.6726, 27.8223], [-8.7039, 4.4887, 29.2485], [-7.5908, 1.9165, 28.0837], [-5.5953, 3.2066, 28.0548], [-6.2293, 4.4931, 29.1033], [-6.9021, 4.3794, 27.5584], [-8.1016, 2.5654, 30.6192], [-5.7374, 1.7839, 34.6135], [-7.1714, 1.3061, 34.9176], [-7.5274, 1.0812, 36.3951], [-8.1156, 2.2460, 34.4554], [-5.4405, 2.5761, 35.3008], [-5.8127, 2.2487, 33.6304], [-4.9705, 1.0094, 34.6097], [-7.3360, 0.4423, 34.2735], [-7.0979, 1.8440, 37.0445], [-7.0603, 0.1532, 36.7250], [-8.6079, 1.0327, 36.5303], [-7.9418, 3.0671, 34.9213], [-3.6907, 5.4332, 30.4354], [-2.9136, 5.6846, 31.7963], [-3.4825, 4.7049, 32.8283], [-1.5348, 5.4519, 31.6103], [-3.3351, 4.5304, 29.9389], [-3.4841, 6.2781, 29.7784], [-4.7637, 5.3340, 30.5992], [-3.1595, 6.7154, 32.0511], [-3.0300, 4.6551, 33.8187], [-3.2374, 3.7337, 32.3984], [-4.5577, 4.7769, 32.9925], [-1.1383, 5.6243, 32.4674], [0.5813, 7.8212, 26.0491], [-0.8203, 7.9276, 26.7655], [-1.5109, 6.5607, 26.7354], [-0.6280, 8.2467, 28.1149], [0.4766, 7.7978, 24.9644], [1.1228, 6.9288, 26.3627], [1.2006, 8.6625, 26.3603], [-1.4278, 8.6370, 26.2035], [-0.8416, 5.8510, 27.2216], [-1.6898, 6.2645, 25.7018], [-2.4804, 6.6289, 27.2287], [-0.2684, 7.4602, 28.5318], [-5.7151, 9.5607, 27.1992], [-5.1120, 8.2402, 26.7552], [-5.3142, 7.2315, 27.7582], [-5.7040, 7.9142, 25.5161], [-5.5493, 10.2889, 26.4053], [-5.2935, 9.9042, 28.1439], [-6.7989, 9.5018, 27.2991], [-4.0519, 8.4870, 26.6960], [-5.1222, 7.6082, 28.7629], [-4.7870, 6.3120, 27.5040], [-6.3762, 6.9862, 27.7583], [-5.4936, 8.6717, 24.9652], [-1.2747, -0.0336, 26.1451], [-1.4002, 0.8665, 27.3846], [-2.5531, 1.8594, 27.2796], [-1.6707, 0.1110, 28.5233], [-1.0128, 0.5475, 25.2610], [-2.2492, -0.4051, 25.8283], [-0.6017, -0.8888, 26.2062], [-0.4240, 1.3184, 27.5602], [-2.2796, 2.5041, 26.4443], [-2.6368, 2.4917, 28.1635], [-3.4676, 1.2743, 27.1829], [-2.3334, -0.5361, 28.2710], [2.4355, 5.2949, 28.4392], [1.3950, 4.8206, 29.4489], [1.8824, 4.5631, 30.8241], [0.2610, 5.6988, 29.4698], [3.3226, 4.6636, 28.3867], [2.6461, 6.3605, 28.5299], [2.0585, 5.1371, 27.4287], [0.9829, 3.8496, 29.1744], [2.3288, 5.4928, 31.1770], [2.6707, 3.8107, 30.8488], [1.0470, 4.2538, 31.4522], [-0.3224, 5.4277, 30.1824]], "lowdin_spin": [0.0731, 0.0138, 0.0246, 0.0055, 0.0070, 0.0350, 0.0127, 0.0068, 0.0074, 0.0015, 0.0057, 0.0042, 0.0102, 0.0286, 0.0157, 0.0426, 0.0015, 0.0031, 0.0021, 0.0243, 0.0008, 0.0021, 0.0053, 0.0173, 0.0029, 0.0050, 0.0037, 0.0085, 0.0019, 0.0003, 0.0002, 0.0011, 0.0013, 0.0003, 0.0010, 0.0039, 0.0925, 0.0363, 0.0235, 0.1312, 0.0521, 0.0230, 0.0019, 0.0127, 0.0082, 0.0041, 0.0019, 0.0630, 0.0034, 0.0008, 0.0011, 0.0016, 0.0008, 0.0003, 0.0022, 0.0001, 0.0001, 0.0005, 0.0002, 0.0007, 0.0118, 0.0046, 0.0243, 0.0070, 0.0110, 0.0014, 0.0011, 0.0004, 0.0207, 0.0031, 0.0028, 0.0029, 0.0034, 0.0069, 0.0049, 0.0018, 0.0002, 0.0006, 0.0022, 0.0093, 0.0025, 0.0009, 0.0014, 0.0004, 0.0003, 0.0002, 0.0003, 0.0013, 0.0000, 0.0000, 0.0000, 0.0001, 0.0000, 0.0001, 0.0000, 0.0001, 0.0044, 0.0006, 0.0038, 0.0004, 0.0002, 0.0022, 0.0006, 0.0001, 0.0036, 0.0001, 0.0008, 0.0002, 0.0004, 0.0006, 0.0006, 0.0023, 0.0001, 0.0000, 0.0001, 0.0001, 0.0001, 0.0002, 0.0001, 0.0002, 0.0004, 0.0004, 0.0032, 0.0002, 0.0001, 0.0001, 0.0001, 0.0002, 0.0003, 0.0007, 0.0012, 0.0001]}